Here is a structure of composition C7H6O4P in a non-equilibrium geometry from the OMol25 dataset. Energies are from ωB97M-V/def2-TZVPD.

Output
**Lowest unoccupied orbital energy**: 3.632 eV
**Total charge**: -1
**Spin multiplicity**: 1
**Highest occupied orbital energy**: -0.1949 Eh
**Orbital gap**: 8.93 eV
**E**: -912.77687 a.u.
**Strongest force on any atom**: 4.62 eV/Å

Geometry as XYZ:
```
18
Properties=species:S:1:pos:R:3:forces:R:3:nbo_charge:R:1
C 2.43992 -0.73966 -0.41727 -2.766 1.378 1.163 -0.22
C 1.43329 -1.41298 0.26915 0.828 -1.510 1.591 -0.22
C 2.27417 0.61510 -0.59298 2.833 1.097 -0.087 -0.23
C 0.26019 -0.85576 0.71070 -1.882 2.109 -0.659 -0.17
C 1.16330 1.23199 -0.11852 -3.452 2.892 -1.043 -0.19
C 0.08902 0.53019 0.40958 2.416 -2.408 0.463 -0.13
C -1.17379 1.17760 0.60487 -1.910 3.299 -0.195 0.80
O -2.17743 0.40867 1.12877 -0.226 -0.457 -0.468 -0.82
O -1.36243 2.36777 0.34485 0.383 -1.548 0.924 -0.61
O -2.86024 -1.87877 0.07619 -0.805 -0.862 0.414 -1.13
O -1.71665 0.06837 -1.24877 -0.793 -1.140 -0.384 -1.16
P -2.72366 -0.46355 -0.25246 1.877 2.277 -1.165 2.16
H 3.20372 -1.28277 -0.80808 2.488 -1.248 -0.756 0.20
H 1.74715 -2.34104 0.76135 -0.468 -0.450 -0.973 0.19
H 3.15105 1.27946 -0.86374 -1.151 -0.998 -0.432 0.20
H -0.71185 -1.33371 1.03867 1.955 -0.149 0.140 0.26
H 0.77768 2.29312 -0.45017 1.605 -1.768 0.956 0.24
H -3.81344 0.33598 -0.59213 -0.932 -0.514 0.512 -0.17
```
Forces are in eV/Å.

***

Here is a structure of composition C20H36BrCrF12O12PS4 in a non-equilibrium geometry from the OMol25 dataset. Energies are from ωB97M-V/def2-TZVPD.

Output
**<S²>**: 6.0052
**Lowest unoccupied orbital energy (alpha / beta)**: 3.302 / 3.302 eV
**Total charge**: -2
**Spin multiplicity**: 5
**Highest occupied orbital energy (alpha / beta)**: -0.0788 / -0.1045 Eh
**Orbital gap (alpha / beta)**: 5.45 / 6.15 eV
**E**: -8437.75634 a.u.
**Strongest force on any atom**: 3.48 eV/Å

Geometry as XYZ:
```
87
Properties=species:S:1:pos:R:3:forces:R:3:mulliken_spin:R:1
Cr -4.55207 -4.72197 -0.05056 0.605 0.159 0.465 3.95
Br -3.52618 -3.98488 2.26602 -0.155 -0.032 -0.057 0.06
C -4.89227 -6.30948 -4.17168 -0.799 0.601 -0.225 -0.01
C -5.02074 -7.22357 -2.97720 0.500 -0.618 0.410 -0.05
C -6.33423 -7.99647 -2.84176 0.537 -0.083 -0.761 -0.01
C -6.37384 -8.64805 -1.46729 -0.647 -0.259 -0.129 -0.02
P -7.97355 -9.34530 -0.97231 1.329 0.366 0.770 0.00
C -8.12398 -10.94100 -1.82336 -0.090 0.082 0.292 0.00
C -9.34670 -11.74952 -1.40714 -0.067 -0.223 0.431 0.00
C -9.41248 -13.20719 -1.86494 0.107 -0.173 -0.894 0.00
C -8.30066 -14.13747 -1.37865 -1.029 0.539 0.501 0.00
C -9.35066 -8.31132 -1.41665 -2.035 -0.671 -0.219 0.00
C -10.41782 -8.18670 -0.27911 -0.734 -0.027 -0.515 0.00
C -11.66889 -7.50378 -0.81913 0.083 1.041 -0.404 0.00
C -12.39129 -6.66499 0.23684 -0.054 -0.564 0.219 0.00
C -7.85537 -9.64679 0.84340 -0.236 0.098 -0.667 0.00
C -6.58028 -10.39449 1.22797 -0.596 -0.424 -0.302 0.00
C -6.55089 -10.82538 2.66022 -0.317 0.138 1.277 0.00
C -5.36656 -11.70896 3.05890 -0.379 -0.257 -0.616 0.00
H -4.20513 -5.48842 -3.98509 0.339 -0.232 -0.080 0.01
H -5.83744 -5.81160 -4.42264 -0.155 -0.058 0.229 0.00
H -4.63054 -6.85267 -5.08270 0.319 -0.024 0.104 0.00
H -4.88549 -6.77185 -2.00606 0.005 1.041 0.014 0.04
H -4.14189 -7.87599 -2.96760 -0.205 -0.390 -0.159 0.00
H -6.37564 -8.75686 -3.63080 -0.165 -0.133 0.005 0.00
H -7.14525 -7.29921 -3.06310 -0.190 -0.014 0.394 0.00
H -6.07118 -7.96574 -0.66742 -0.365 0.126 -0.369 0.01
H -5.63039 -9.44628 -1.38874 -0.263 0.012 -0.244 0.00
H -7.16074 -11.37669 -1.54688 -0.089 -0.446 -0.366 0.00
H -8.20045 -10.75903 -2.89707 0.478 0.037 -0.052 0.00
H -10.20432 -11.21884 -1.82801 -0.203 -0.098 0.213 0.00
H -9.45584 -11.75556 -0.31810 0.005 0.182 0.018 0.00
H -9.42091 -13.22872 -2.96027 -0.157 0.038 -0.041 0.00
H -10.35683 -13.63565 -1.52192 -0.145 0.139 -0.140 0.00
H -8.44444 -15.14528 -1.76492 0.239 0.063 -0.323 0.00
H -8.50236 -14.22670 -0.30738 0.866 0.046 0.171 0.00
H -7.33172 -13.71556 -1.63544 0.191 -0.344 0.309 0.00
H -9.79043 -8.78133 -2.29981 -0.278 -0.056 -0.155 0.00
H -9.06953 -7.28492 -1.64459 0.079 -0.773 -0.530 0.00
H -9.99118 -7.54012 0.48865 -0.450 -0.557 -0.125 0.00
H -10.73521 -9.12058 0.19040 0.319 -0.288 -0.122 0.00
H -12.35720 -8.18844 -1.32099 -0.056 -0.211 0.207 0.00
H -11.37850 -6.81002 -1.61569 0.169 -0.008 -0.007 0.00
H -13.17315 -6.05910 -0.21967 -0.207 -0.117 0.123 0.00
H -11.73644 -5.98969 0.78862 0.267 -0.021 -0.280 0.00
H -12.79955 -7.34281 0.99211 -0.345 0.155 0.005 0.00
H -8.75412 -10.16919 1.17619 -0.102 0.011 0.031 0.00
H -7.89216 -8.61039 1.19561 0.091 -0.506 0.406 0.00
H -5.71071 -9.75672 1.04421 -0.851 -0.809 -0.054 0.00
H -6.50198 -11.29363 0.60280 0.217 -0.020 -0.149 0.00
H -7.46864 -11.32920 2.98040 -0.205 -0.010 -0.166 0.00
H -6.43947 -9.90954 3.25132 -0.906 -0.511 0.061 0.00
H -5.50056 -12.01559 4.09541 0.224 -0.059 0.079 0.00
H -4.43110 -11.16542 2.93115 -0.124 -0.723 0.036 0.00
H -5.35725 -12.60068 2.42650 0.120 -0.137 0.079 0.00
C -8.73719 -4.65380 -1.03766 1.266 0.495 0.797 0.01
F -10.05315 -4.63816 -0.81893 -0.247 -0.251 -0.512 0.00
F -8.42494 -5.18882 -2.21931 -0.574 -0.635 -0.409 0.00
F -8.30290 -3.40294 -1.10106 -0.153 -0.086 0.535 0.00
S -7.92389 -5.64390 0.34305 0.209 0.436 2.085 -0.01
O -6.50534 -5.35909 0.22923 -1.187 0.078 -0.552 -0.07
O -8.53367 -5.17424 1.57159 0.024 0.133 -1.002 0.00
O -8.26635 -7.04441 0.08860 2.142 2.679 0.560 0.00
C -3.89206 -0.58842 -0.54801 -2.055 -1.627 0.649 0.01
F -2.69994 -1.15278 -0.54655 0.705 0.954 -0.530 0.00
F -4.28826 -0.56319 0.73456 -0.155 0.129 0.030 0.00
F -3.97738 0.67804 -0.97636 1.039 -0.165 -0.362 0.00
S -5.05855 -1.68815 -1.56029 0.140 0.706 -0.858 0.01
O -4.40066 -1.78784 -2.85805 -0.344 -0.213 1.223 0.00
O -5.14732 -2.92077 -0.76032 0.262 0.087 -0.206 0.04
O -6.32094 -0.98843 -1.55749 0.146 0.113 0.096 0.00
C -4.43594 -8.03405 2.76746 0.342 0.120 -0.792 0.00
F -3.44967 -7.54414 3.49514 -0.144 -0.123 0.096 0.00
F -4.66430 -9.31955 3.14115 1.360 1.675 0.142 0.00
F -5.55409 -7.36280 3.03731 0.069 0.000 -0.375 0.00
S -3.87548 -8.01685 0.91850 2.474 0.646 -0.955 0.02
O -4.43155 -9.20106 0.26334 1.145 1.171 0.736 0.00
O -4.39240 -6.75291 0.37890 -0.359 -1.070 0.465 -0.01
O -2.43082 -8.04474 0.95121 -0.895 -0.138 0.805 0.00
C -1.29986 -3.78988 -3.07151 -1.484 -0.607 0.885 0.00
F -1.30472 -2.67675 -2.34185 0.765 -0.032 0.039 0.00
F -2.26570 -3.61213 -3.98765 0.382 -0.429 -0.267 0.00
F -0.13105 -3.94998 -3.69795 0.045 0.140 0.094 0.00
S -1.74695 -5.28051 -1.94692 -0.080 -0.409 0.546 0.00
O -3.04999 -4.79932 -1.41269 0.978 -0.189 -0.932 0.00
O -1.87235 -6.41892 -2.84372 -0.033 0.871 0.093 0.00
O -0.72292 -5.40006 -0.93347 -0.275 0.543 -0.823 0.00
```
Forces are in eV/Å.

***

Here is the ion C4H8NO2 with charge -1 from the OMol25 dataset. Energies are from ωB97M-V/def2-TZVPD.

Output
**Lowest unoccupied orbital energy**: 4.196 eV
**Total charge**: -1
**Spin multiplicity**: 1
**Highest occupied orbital energy**: -0.1416 Eh
**Orbital gap**: 8.05 eV
**E**: -362.49143 a.u.
**Strongest force on any atom**: 0.62 eV/Å
**SMILES string**: CN[C@@H](C)C(=O)[O-]

Geometry as XYZ:
```
15
Properties=species:S:1:pos:R:3:forces:R:3:nbo_charge:R:1
C 0.81416 -1.58130 1.26768 0.138 -0.218 0.130 -0.40
N 1.43659 -0.58437 0.40688 -0.045 0.161 -0.055 -0.65
C 0.54241 0.11026 -1.79245 -0.139 0.010 0.606 -0.62
C 0.58146 0.41020 -0.27534 -0.261 0.043 -0.290 -0.16
C -0.91835 0.62503 0.16374 0.264 0.082 -0.059 0.76
O -1.31897 1.76258 -0.16464 -0.178 0.039 0.064 -0.79
O -1.54571 -0.30549 0.70278 -0.063 -0.071 0.008 -0.78
H -0.03584 -2.10166 0.82797 -0.099 -0.002 -0.036 0.19
H 0.45960 -1.11406 2.18760 -0.014 -0.071 -0.066 0.19
H 1.57589 -2.32855 1.52697 0.048 0.147 0.049 0.15
H 1.97539 -1.06028 -0.30497 -0.014 -0.055 0.042 0.33
H 0.25208 -0.93561 -1.92818 0.120 -0.033 -0.086 0.19
H -0.21646 0.72338 -2.27233 0.103 0.189 -0.078 0.23
H 1.52159 0.30004 -2.23831 0.017 -0.128 -0.170 0.18
H 1.01469 1.40330 -0.13122 0.121 -0.092 -0.058 0.18
```
Forces are in eV/Å.

***

Here is a structure of composition C29H32Cl2F5N7O5Sc from the OMol25 dataset. Energies are from ωB97M-V/def2-TZVPD.

Output
**Lowest unoccupied orbital energy**: -2.386 eV
**Total charge**: +1
**Spin multiplicity**: 1
**Highest occupied orbital energy**: -0.3723 Eh
**Orbital gap**: 7.74 eV
**E**: -4064.23447 a.u.
**Strongest force on any atom**: 0.26 eV/Å

Geometry as XYZ:
```
81
Properties=species:S:1:pos:R:3:forces:R:3:mulliken_charge:R:1
Sc -0.49265 -0.31346 -0.26303 -0.083 0.042 -0.247 0.33
N 3.97684 0.44293 2.43687 -0.003 -0.012 0.003 0.07
C 2.46631 0.38231 2.65340 -0.029 0.018 -0.029 -0.38
C 1.97188 -0.88678 1.99341 -0.024 0.004 0.009 -0.17
C 2.53803 -2.15650 2.63629 0.074 0.017 -0.001 1.12
N 1.63950 -3.26358 2.32437 0.000 0.001 0.004 -0.66
C 2.69073 -1.99786 4.16256 -0.009 -0.004 0.005 -1.57
C 1.80054 -0.91168 4.76143 0.010 0.004 0.000 0.15
N 0.40007 -1.20448 4.48093 -0.009 0.005 -0.002 -0.50
C 2.15147 0.45647 4.15138 -0.004 -0.006 0.002 -1.24
H 4.19250 0.32110 1.43289 -0.004 0.020 -0.028 -0.20
H 4.43358 -0.31436 2.94697 -0.003 -0.005 0.006 0.42
H 4.36835 1.32691 2.75964 -0.002 0.001 -0.003 0.45
H 2.07871 1.25233 2.12448 0.004 0.002 0.001 0.49
H 2.20475 -0.87127 0.92627 -0.015 -0.008 -0.010 0.47
H 0.89197 -0.88774 2.14106 0.007 -0.063 0.023 0.30
H 3.53988 -2.33572 2.21231 -0.044 -0.003 0.030 -0.55
H 2.08907 -4.14982 2.52420 0.003 -0.003 -0.007 0.38
H 1.40771 -3.25540 1.33513 -0.008 0.003 -0.003 0.15
H 3.73113 -1.76900 4.42781 0.003 0.002 0.001 0.31
H 2.47773 -2.95760 4.63797 -0.001 -0.001 0.001 0.60
H 2.01375 -0.85655 5.83608 -0.003 0.000 0.001 0.47
H -0.21938 -0.64362 5.05187 0.003 -0.002 0.006 0.27
H 0.18632 -2.18317 4.62315 0.000 -0.001 -0.001 0.21
H 2.99433 0.89989 4.69302 0.001 0.001 0.000 0.48
H 1.30718 1.13183 4.28953 0.001 -0.002 -0.003 0.16
N -0.55334 2.95294 -2.47186 -0.009 -0.011 -0.011 -0.46
N 0.56501 2.29722 -2.98303 -0.004 0.025 0.003 -0.20
C 1.17252 1.25444 -2.34624 0.016 0.111 0.029 0.34
O 2.14126 0.71274 -2.86107 0.004 -0.064 -0.027 -0.79
O 0.66810 0.92819 -1.18101 0.089 -0.091 0.004 -0.47
H -1.33409 2.86172 -3.10972 -0.003 0.005 0.000 0.24
H -0.35046 3.93412 -2.32968 0.004 0.000 -0.003 0.24
H 0.95664 2.55233 -3.87597 -0.011 -0.010 -0.008 0.22
Cl 3.53383 -5.11785 -2.85656 0.041 0.003 -0.025 -0.16
C 4.13253 -4.00971 -1.65747 -0.034 0.013 0.008 0.72
C 4.93359 -4.56280 -0.67226 0.011 0.004 0.006 -0.79
C 5.53652 -3.78014 0.29620 -0.003 -0.010 0.007 -0.57
C 5.33794 -2.41189 0.24648 -0.002 -0.016 -0.030 -0.90
C 4.51522 -1.87098 -0.71938 0.033 0.059 -0.011 0.86
Cl 4.37189 -0.12123 -0.77618 0.015 -0.026 0.058 -0.26
C 3.84573 -2.62650 -1.70976 0.027 -0.014 -0.005 -0.10
N 3.03049 -1.98662 -2.59334 -0.077 0.020 0.003 0.45
C 2.38895 -2.46963 -3.77721 0.040 -0.004 -0.035 -0.81
C 2.94299 -2.15010 -5.00668 0.006 0.013 0.005 -0.42
C 2.30245 -2.51407 -6.18113 -0.010 -0.003 -0.005 -0.70
C 1.09684 -3.19449 -6.12317 0.008 0.003 0.000 -0.65
C 0.53755 -3.50177 -4.89134 0.008 -0.029 0.001 -1.11
C 1.17061 -3.14266 -3.71014 -0.025 -0.036 0.007 1.31
C 0.57187 -3.51293 -2.37662 -0.029 0.028 0.011 -0.60
C 0.10673 -2.31665 -1.59794 -0.001 -0.009 0.045 1.02
O -0.77031 -1.53044 -2.04492 0.058 0.005 0.003 -0.73
O 0.59854 -2.09483 -0.42982 -0.095 -0.006 0.093 0.12
H 5.09597 -5.63155 -0.69450 0.004 0.000 -0.002 0.45
H 6.17756 -4.22250 1.04469 0.006 -0.005 0.000 0.48
H 5.85271 -1.75195 0.93341 0.017 0.007 -0.001 0.51
H 2.92172 -0.97719 -2.49115 0.006 0.030 0.022 -0.07
H 3.88070 -1.61043 -5.02965 0.005 -0.001 -0.006 0.49
H 2.74474 -2.26582 -7.13662 0.002 -0.002 0.002 0.43
H 0.58986 -3.48596 -7.03332 0.000 0.004 0.000 0.42
H -0.40495 -4.03376 -4.84517 -0.002 0.005 -0.001 0.42
H 1.28225 -4.06066 -1.75838 -0.028 0.008 -0.019 0.12
H -0.30038 -4.14838 -2.54181 -0.007 0.006 0.006 0.63
F -4.69809 4.40029 1.99864 -0.006 -0.002 0.001 -0.30
C -3.72997 3.49500 1.87318 0.001 0.006 -0.004 0.64
C -3.55318 2.82203 0.67471 0.003 -0.008 0.004 0.12
F -4.34661 3.06691 -0.36458 -0.003 0.004 -0.001 -0.29
C -2.54068 1.89329 0.58472 -0.002 0.009 -0.002 0.08
F -2.34194 1.20082 -0.58021 -0.016 -0.027 0.026 -0.33
C -1.66956 1.58721 1.62670 0.014 -0.022 0.016 0.41
O -0.71934 0.68970 1.45218 0.044 0.025 0.092 0.15
C -1.87765 2.27900 2.81848 0.010 0.019 -0.010 -0.16
F -1.07569 2.04167 3.86727 -0.001 -0.005 -0.001 -0.28
C -2.88942 3.21618 2.94017 -0.001 0.000 0.001 -0.08
F -3.05796 3.85801 4.09303 0.001 0.006 -0.005 -0.29
C -4.55462 -2.78644 1.07674 -0.002 0.000 -0.002 -1.11
C -3.34915 -2.06845 0.70000 0.005 0.004 0.020 0.54
N -2.40067 -1.50260 0.40358 0.029 -0.031 -0.015 -0.29
H -4.37135 -3.85779 1.01930 0.001 0.000 0.000 0.32
H -5.36152 -2.52022 0.39635 0.000 0.000 0.000 0.33
H -4.83395 -2.51964 2.09426 0.000 0.001 -0.001 0.31
```
Forces are in eV/Å.